(one)
ORCA calculation (ωB97M-V with the def2-TZVPD basis set) on a single C3H8N2O molecule.

Positions of all 14 atoms, in Å:
C 2.36 -0.36 -0.54
N 1.07 -0.40 0.07
C 0.28 0.63 0.00
O 0.18 1.76 -0.43
N -0.94 0.00 0.81
C -2.20 -0.03 0.06
H 3.13 -0.51 0.22
H 2.45 -1.19 -1.26
H 2.54 0.59 -1.05
H -1.05 0.46 1.71
H -0.30 -0.87 0.84
H -2.46 1.00 -0.24
H -3.00 -0.45 0.66
H -2.06 -0.63 -0.84

Computed properties:
HOMO (eV): -8.67
Structure (SMILES): C/N=C(\[O-])[NH2+]C
HOMO-LUMO gap (eV): 9.371

(two)
ORCA calculation (ωB97M-V with the def2-TZVPD basis set) on a single C3H8N2O molecule.

Positions of all 14 atoms, in Å:
C -2.46 0.82 0.47
N -1.45 -0.37 0.25
C -0.16 -0.16 -0.46
O -0.18 0.14 -1.63
N 0.95 -0.37 0.29
C 2.26 -0.17 -0.31
H -1.94 1.45 1.21
H -1.98 -1.01 -0.34
H -2.37 1.35 -0.49
H -1.33 -0.84 1.15
H 0.89 -0.48 1.29
H 2.57 0.88 -0.27
H 3.00 -0.78 0.21
H 2.21 -0.48 -1.36

Computed properties:
HOMO (eV): -6.88
HOMO-LUMO gap (eV): 7.212

(three)
ORCA calculation (ωB97M-V with the def2-TZVPD basis set) on a 2-piece molecular cluster, C3H8N2O overall.

Positions of all 14 atoms, in Å:
H -0.75 -0.48 -2.08
N -1.05 -0.64 -1.12
C -1.48 0.42 -0.55
N -2.07 1.46 -1.21
H -1.51 0.54 0.53
H -1.83 1.65 -2.17
H -2.63 2.15 -0.75
C 2.41 -0.21 1.31
C 1.25 -0.89 1.24
O 1.03 -1.92 0.38
H 3.36 -0.59 0.94
H 2.38 0.75 1.80
H 0.50 -0.69 2.00
H 0.41 -1.57 -0.30

Computed properties:
HOMO (eV): -8.73
Structure (SMILES): [H]/N=C\N.C=CO
HOMO-LUMO gap (eV): 9.471

(four)
ORCA calculation (ωB97M-V with the def2-TZVPD basis set) on a single C3H8N2O molecule.

Positions of all 14 atoms, in Å:
H 2.77 0.35 -0.37
N 2.70 -0.61 0.04
C 1.44 -0.92 0.01
N 0.27 -0.17 -0.26
C 0.37 1.23 0.13
O -0.73 -0.70 0.56
C -1.98 -0.55 -0.17
H 1.23 -1.93 0.24
H 1.36 1.73 -0.28
H 0.25 1.28 1.37
H -0.56 1.65 -0.22
H -2.10 -1.15 -1.10
H -2.18 0.51 -0.48
H -2.86 -0.73 0.53

Computed properties:
HOMO (eV): -9.41
Structure (SMILES): [H]/N=C\N(C)OC
HOMO-LUMO gap (eV): 10.306

Which one sits at the bottom of the stability order? (four) does.

(one)
ORCA calculation (ωB97M-V with the def2-TZVPD basis set) on a single C3H8N2O molecule.

Positions of all 14 atoms, in Å:
N -2.71 0.08 0.37
C -1.44 0.35 -0.37
C -0.20 0.07 0.52
C 1.12 -0.10 -0.18
N 1.99 -0.91 0.47
O 1.50 0.60 -1.10
H -2.59 -0.21 1.34
H -3.17 0.98 0.47
H -1.43 1.44 -0.52
H -1.36 -0.19 -1.29
H -0.19 0.82 1.31
H -0.49 -0.89 0.94
H 2.92 -0.83 0.07
H 1.67 -1.64 1.07

Computed properties:
HOMO (eV): -9.57
Structure (SMILES): NCCC(N)=O
HOMO-LUMO gap (eV): 10.391

(two)
ORCA calculation (ωB97M-V with the def2-TZVPD basis set) on a single C3H8N2O molecule.

Positions of all 14 atoms, in Å:
C 2.19 0.37 0.14
N 1.40 -0.76 -0.31
C 0.13 -0.66 -0.27
O -0.65 -1.70 -0.68
N -0.64 0.40 0.13
C -2.09 0.38 0.17
H 3.25 0.09 0.13
H 2.09 1.26 -0.52
H 1.95 0.70 1.16
H -0.04 -2.40 -0.95
H -0.16 1.21 0.46
H -2.51 1.19 -0.43
H -2.47 0.47 1.20
H -2.43 -0.56 -0.24

Computed properties:
HOMO (eV): -8.64
Structure (SMILES): C/N=C(/O)NC
HOMO-LUMO gap (eV): 9.534

Which one sits at the bottom of the stability order? (two) does.

(one)
ORCA calculation (ωB97M-V with the def2-TZVPD basis set) on a single C3H8N2O molecule.

Positions of all 14 atoms, in Å:
C 0.79 1.47 0.34
C 0.34 0.10 -0.11
N 1.36 -0.87 -0.11
C -0.97 -0.33 -0.06
N -1.33 -1.64 -0.02
O -1.96 0.51 -0.39
H 1.51 1.88 -0.37
H -0.03 2.18 0.42
H 1.28 1.41 1.32
H 1.14 -1.62 -0.76
H 2.28 -0.47 -0.29
H -2.32 -1.74 0.18
H -0.68 -2.18 0.55
H -1.41 1.30 -0.72

Computed properties:
HOMO (eV): -6.58
Structure (SMILES): C/C(N)=C(/N)O
HOMO-LUMO gap (eV): 7.455

(two)
ORCA calculation (ωB97M-V with the def2-TZVPD basis set) on a 2-piece molecular cluster, C3H8N2O overall.

Positions of all 14 atoms, in Å:
C 0.89 -0.86 -0.81
C -0.28 -0.81 1.41
C -0.55 -0.67 -0.18
N -0.20 3.09 -0.50
N 0.22 2.15 -0.04
O -1.12 0.49 -0.51
H 1.69 -0.69 -0.06
H 1.08 -1.89 -1.18
H 0.96 -0.10 -1.65
H 0.28 -1.68 1.67
H -1.17 -0.87 1.87
H 0.36 0.10 1.80
H -1.10 -1.52 -0.67
H -1.07 3.25 -1.14

Computed properties:
HOMO (alpha / beta) (eV): -9.32 / -8.18
HOMO-LUMO gap (alpha / beta) (eV): 9.308 / 7.469

(three)
ORCA calculation (ωB97M-V with the def2-TZVPD basis set) on a single C3H8N2O molecule.

Positions of all 14 atoms, in Å:
C -0.46 -2.66 0.13
N 0.43 -1.22 0.48
C 0.32 -0.07 -0.35
O 0.32 -0.16 -1.55
N 0.23 1.11 0.34
C 0.00 2.34 -0.38
H -1.24 -2.63 0.90
H 0.94 -2.11 0.15
H -0.90 -2.35 -0.83
H 0.56 -1.08 1.48
H -0.02 1.08 1.32
H -1.05 2.45 -0.68
H 0.29 3.19 0.25
H 0.62 2.34 -1.28

Computed properties:
HOMO (eV): -7.88
HOMO-LUMO gap (eV): 8.374

(four)
ORCA calculation (ωB97M-V with the def2-TZVPD basis set) on a 2-piece molecular cluster, C3H8N2O overall.

Positions of all 14 atoms, in Å:
C -1.14 -0.85 2.30
N -0.19 -0.64 1.24
C 0.45 -1.30 0.46
O 1.12 -1.83 -0.35
H -0.97 -0.11 3.08
H -2.16 -0.71 1.92
H -1.05 -1.84 2.74
C 0.24 0.97 -2.09
N 1.08 1.47 -1.01
H 0.12 -0.12 -2.12
H 0.66 1.29 -3.05
H -0.76 1.42 -2.01
H 1.96 0.98 -1.00
H 0.64 1.28 -0.11

Computed properties:
HOMO (eV): -9.06
Structure (SMILES): CN=C=O.CN
HOMO-LUMO gap (eV): 9.625

Which one sits at the bottom of the stability order? (two) does.

(one)
ORCA calculation (ωB97M-V with the def2-TZVPD basis set) on a single C3H8N2O molecule.

Positions of all 14 atoms, in Å:
C 2.41 -0.21 -0.10
C 1.33 0.41 0.38
O 0.21 1.01 -0.51
N -0.72 -0.06 -0.65
C -2.04 0.49 -0.38
N -0.27 -0.91 0.41
H 3.38 0.05 0.27
H 2.31 -0.96 -0.87
H 1.39 1.07 1.23
H -2.10 0.99 0.60
H -2.78 -0.30 -0.46
H -2.23 1.24 -1.15
H -0.89 -1.02 1.22
H 0.00 -1.80 0.02

Computed properties:
HOMO (eV): -8.18
Structure (SMILES): C=CON(C)N
HOMO-LUMO gap (eV): 9.158

(two)
ORCA calculation (ωB97M-V with the def2-TZVPD basis set) on a single C3H8N2O molecule.

Positions of all 14 atoms, in Å:
H -0.37 -0.30 -3.08
N -0.53 -0.55 -2.10
N 0.16 0.17 -1.35
C -0.01 -0.01 0.05
C 1.23 -0.61 0.68
C -0.46 1.27 0.72
O -1.37 -0.92 0.30
H 1.57 -1.49 0.13
H 2.05 0.11 0.73
H 1.01 -0.93 1.70
H 0.35 2.01 0.76
H -1.34 1.68 0.21
H -0.81 1.04 1.74
H -1.50 -1.47 -0.50

Computed properties:
HOMO (eV): -9.67
Structure (SMILES): [H]/N=N/C(C)(C)O
HOMO-LUMO gap (eV): 10.261

(three)
ORCA calculation (ωB97M-V with the def2-TZVPD basis set) on a single C3H8N2O molecule.

Positions of all 14 atoms, in Å:
C -2.09 -0.58 0.06
N -0.79 -0.57 -0.45
C -0.18 0.73 -0.21
C 1.33 0.57 -0.03
N 1.83 -0.61 -0.12
O 3.21 -0.67 -0.08
H -1.97 -0.18 1.15
H -2.84 0.07 -0.51
H -2.40 -1.67 0.07
H -0.33 -1.34 0.16
H -0.43 1.37 -1.04
H -0.75 1.14 0.73
H 1.80 1.52 0.30
H 3.59 0.23 -0.03

Computed properties:
HOMO (eV): -9.01
Structure (SMILES): CNC/C=N/O
HOMO-LUMO gap (eV): 9.932

Which one sits at the bottom of the stability order? (one) does.

(one)
ORCA calculation (ωB97M-V with the def2-TZVPD basis set) on a 2-piece molecular cluster, C2H2O4 overall.

Positions of all 8 atoms, in Å:
O 3.62 0.44 -0.53
C 2.83 -0.19 0.05
O 2.15 -0.81 0.76
O 0.48 1.42 0.10
C 0.16 0.50 -0.58
O -0.65 -0.50 -0.28
H 0.61 0.31 -1.52
H -0.89 -0.68 0.65

Computed properties:
HOMO (eV): -11.17
Structure (SMILES): O=C=O.O=CO
HOMO-LUMO gap (eV): 11.740

(two)
ORCA calculation (ωB97M-V with the def2-TZVPD basis set) on a single C2H2O4 molecule.

Positions of all 8 atoms, in Å:
O 1.40 -0.68 0.55
C 0.64 0.36 0.07
O 0.81 1.74 0.10
C -0.74 -0.16 -0.33
O -1.91 0.36 -0.09
O -0.55 -1.54 -0.42
H 1.80 1.85 0.78
H -1.45 -1.94 -0.66

Computed properties:
HOMO (eV): -10.75
Structure (SMILES): O=C(O)C(=O)O
HOMO-LUMO gap (eV): 9.758

Which one sits at the bottom of the stability order? (two) does.

(one)
ORCA calculation (ωB97M-V with the def2-TZVPD basis set) on a single C4H3NO2 molecule.

Positions of all 10 atoms, in Å:
C -0.83 0.99 0.00
C 0.54 0.79 -0.05
C 0.35 -1.48 0.16
C -1.77 0.03 -0.03
N 1.16 -0.44 -0.03
O 2.42 -0.49 -0.12
O -2.74 -0.60 -0.06
H -1.20 2.00 0.06
H 1.21 1.63 -0.11
H 0.87 -2.44 0.17

Computed properties:
HOMO (alpha / beta) (eV): -8.22 / -8.20
HOMO-LUMO gap (alpha / beta) (eV): 6.399 / 6.379

(two)
ORCA calculation (ωB97M-V with the def2-TZVPD basis set) on a 2-piece molecular cluster, C4H3NO2 overall.

Positions of all 10 atoms, in Å:
N 1.47 -2.17 -0.01
C 2.24 -1.31 -0.29
C 3.21 -0.50 -0.19
C 4.09 0.36 -0.01
O 4.86 1.24 0.00
H 0.70 -2.64 -0.55
C -1.07 0.61 0.07
O -0.25 -0.17 -0.42
H -1.23 1.66 -0.01
H -1.96 0.28 0.57

Computed properties:
HOMO (eV): -9.01
Structure (SMILES): N=C=C=C=O.C=O
HOMO-LUMO gap (eV): 9.233

(three)
ORCA calculation (ωB97M-V with the def2-TZVPD basis set) on a single C4H3NO2 molecule.

Positions of all 10 atoms, in Å:
C -1.86 -0.82 -0.14
C -0.65 -0.40 -0.31
C 0.37 -1.17 0.49
N 0.88 -1.84 1.35
O -0.35 0.63 -1.15
C 0.67 1.42 -0.58
O 1.21 1.59 0.54
H -2.44 -1.40 0.57
H -2.62 -0.08 -0.66
H 0.78 2.33 -1.30

Computed properties:
HOMO (eV): -10.64
Structure (SMILES): C=C(C#N)OC=O
HOMO-LUMO gap (eV): 10.778

(four)
ORCA calculation (ωB97M-V with the def2-TZVPD basis set) on a 3-piece molecular cluster, C4H3NO2 overall.

Positions of all 10 atoms, in Å:
C -0.96 -1.64 -0.11
C -1.16 -2.83 0.33
C -1.54 1.70 0.15
C -0.57 -0.76 -0.98
N 1.61 -0.05 0.04
O -0.55 2.21 -0.13
O -2.53 1.21 0.45
H 2.11 -0.11 -0.83
H 2.03 -0.64 0.74
H 1.56 0.92 0.34

Computed properties:
HOMO (eV): -10.05
HOMO-LUMO gap (eV): 8.613

Which one sits at the bottom of the stability order? (one) does.

(one)
ORCA calculation (ωB97M-V with the def2-TZVPD basis set) on a single C4H3NO2 molecule.

Positions of all 10 atoms, in Å:
C 1.73 -0.36 0.39
C 0.54 0.08 -0.05
C 0.15 1.38 -0.27
N -0.44 2.42 -0.21
O -0.49 -0.86 -0.53
C -1.76 -0.57 -0.15
O -2.33 0.36 0.53
H 2.56 0.55 0.46
H 2.14 -1.40 0.25
H -2.09 -1.60 -0.41

Computed properties:
HOMO (eV): -10.46
Structure (SMILES): C=C(C#N)OC=O
HOMO-LUMO gap (eV): 9.958

(two)
ORCA calculation (ωB97M-V with the def2-TZVPD basis set) on C4H3NO2 as an isolated structure.

Positions of all 10 atoms, in Å:
O 0.86 -2.05 0.45
C -0.17 -1.57 0.83
C -0.41 0.06 1.06
N -0.92 -0.14 -0.15
C -0.20 0.61 -1.02
C 0.60 1.44 -0.30
O 0.46 1.13 1.02
H -1.14 -2.10 0.82
H -0.32 0.37 -2.07
H 1.24 2.25 -0.64

Computed properties:
HOMO (eV): -9.84
HOMO-LUMO gap (eV): 9.763

Which one sits at the bottom of the stability order? (two) does.

(one)
ORCA calculation (ωB97M-V with the def2-TZVPD basis set) on a single C4H3NO2 molecule.

Positions of all 10 atoms, in Å:
O -1.50 1.50 -1.97
C -0.90 0.82 -1.21
C -0.97 0.50 0.30
N 0.10 1.03 0.86
C 0.98 -0.01 1.02
C 0.40 -1.15 0.53
O -0.88 -0.89 0.24
H 0.01 0.18 -1.44
H 2.00 0.16 1.33
H 0.74 -2.15 0.33

Computed properties:
HOMO (eV): -9.73
Structure (SMILES): O=Cc1ncco1
HOMO-LUMO gap (eV): 9.476

(two)
ORCA calculation (ωB97M-V with the def2-TZVPD basis set) on a 2-piece molecular cluster, C4H3NO2 overall.

Positions of all 10 atoms, in Å:
N -1.27 -2.24 -0.25
C -1.07 -1.06 -0.07
C -0.85 0.19 0.30
C 0.49 0.51 0.83
C 1.31 1.63 -0.77
O 1.46 -0.23 0.73
O 2.23 1.52 -1.44
H -1.16 -2.62 -1.19
H -1.67 0.91 0.32
H 0.49 1.43 1.45

Computed properties:
HOMO (eV): -9.68
HOMO-LUMO gap (eV): 10.046

Which one sits at the bottom of the stability order? (one) does.

(one)
ORCA calculation (ωB97M-V with the def2-TZVPD basis set) on a single C4H3NO2 molecule.

Positions of all 10 atoms, in Å:
O -2.49 -1.62 0.32
C -1.43 -1.39 -0.20
C -0.51 -0.31 0.38
O -0.77 0.19 1.45
N 0.73 -0.11 -0.25
C 1.17 1.22 -0.79
C 1.41 1.06 0.45
H -1.08 -1.95 -1.08
H 1.28 1.67 -1.76
H 1.69 1.26 1.47

Computed properties:
HOMO (eV): -9.29
Structure (SMILES): O=CC(=O)N1C=C1
HOMO-LUMO gap (eV): 8.911

(two)
ORCA calculation (ωB97M-V with the def2-TZVPD basis set) on a single C4H3NO2 molecule.

Positions of all 10 atoms, in Å:
O -0.49 -1.83 -0.78
C -0.75 -0.66 -0.87
C -1.70 1.13 1.60
N -0.82 0.90 0.85
C 0.07 0.43 -0.15
C 1.36 -0.17 0.41
O 1.46 -0.60 1.52
H -1.63 -0.28 -1.42
H 0.31 1.25 -0.84
H 2.19 -0.19 -0.32

Computed properties:
HOMO (eV): -10.65
HOMO-LUMO gap (eV): 10.711

(three)
ORCA calculation (ωB97M-V with the def2-TZVPD basis set) on a single C4H3NO2 molecule.

Positions of all 10 atoms, in Å:
N 0.68 -1.06 -2.39
C 0.48 -0.45 -1.43
C 0.15 0.32 -0.24
C -1.35 0.21 0.10
O -1.92 1.08 0.70
C 0.96 -0.14 0.99
O 1.67 -1.10 0.99
H 0.35 1.39 -0.39
H -1.83 -0.74 -0.20
H 0.81 0.50 1.88

Computed properties:
HOMO (eV): -10.90
Structure (SMILES): N#CC(C=O)C=O
HOMO-LUMO gap (eV): 10.501

Which one sits at the bottom of the stability order? (one) does.

(one)
ORCA calculation (ωB97M-V with the def2-TZVPD basis set) on a single C4H3NO2 molecule.

Positions of all 10 atoms, in Å:
O -0.56 -1.70 0.88
C -0.71 -1.08 -0.13
C -1.97 1.15 0.67
N -0.91 1.05 0.16
C 0.11 0.27 -0.46
C 1.45 0.25 0.26
O 1.53 0.22 1.46
H -1.52 -1.24 -0.86
H 0.23 0.59 -1.51
H 2.34 0.16 -0.40

Computed properties:
HOMO (eV): -10.34
HOMO-LUMO gap (eV): 10.319

(two)
ORCA calculation (ωB97M-V with the def2-TZVPD basis set) on a single C4H3NO2 molecule.

Positions of all 10 atoms, in Å:
N 0.59 2.51 -0.53
C 0.16 1.44 -0.43
C -0.28 0.05 -0.32
C 0.99 -0.82 -0.51
O 1.07 -1.63 -1.38
C -0.96 -0.19 1.04
O -0.84 0.55 1.98
H -0.97 -0.22 -1.12
H 1.81 -0.59 0.19
H -1.58 -1.11 1.09

Computed properties:
HOMO (eV): -10.89
Structure (SMILES): N#CC(C=O)C=O
HOMO-LUMO gap (eV): 10.444

Which one sits at the bottom of the stability order? (one) does.

(one)
ORCA calculation (ωB97M-V with the def2-TZVPD basis set) on a 2-piece molecular cluster, C3H8Se overall.

Positions of all 12 atoms, in Å:
Se -3.62 -0.23 0.05
H -2.47 0.63 0.45
H -3.15 -0.36 -1.22
C 0.04 -0.89 -0.45
C 0.88 -0.37 0.43
C 1.81 0.83 0.26
H -0.61 -1.83 -0.27
H 0.26 -0.51 -1.45
H 0.70 -0.75 1.41
H 2.22 1.17 -0.72
H 1.27 1.65 0.65
H 2.67 0.67 0.86

Computed properties:
HOMO (eV): -9.16
Structure (SMILES): [SeH2].C=CC
HOMO-LUMO gap (eV): 10.061

(two)
ORCA calculation (ωB97M-V with the def2-TZVPD basis set) on C3H8Se as an isolated structure.

Positions of all 12 atoms, in Å:
C -0.86 0.94 0.21
C 0.40 -2.06 0.19
C 0.45 1.31 -0.41
Se 1.83 0.04 -0.22
H -1.36 1.89 0.05
H -1.51 0.15 -0.24
H -0.64 0.71 1.25
H 1.19 -2.80 0.50
H -0.49 -1.99 0.94
H 0.13 -2.05 -0.93
H 0.77 2.18 0.14
H 0.10 1.69 -1.47

Computed properties:
HOMO (eV): -8.26
HOMO-LUMO gap (eV): 7.865

Which one sits at the bottom of the stability order? (two) does.

(one)
ORCA calculation (ωB97M-V with the def2-TZVPD basis set) on a single C3H4OS2 molecule.

Positions of all 10 atoms, in Å:
S -1.35 -1.75 1.58
C -0.40 -0.64 0.71
C -1.03 0.68 0.27
S -0.07 1.01 -1.19
C 1.37 -0.11 -0.84
O 0.85 -0.76 0.34
H -2.19 0.38 0.33
H -0.86 1.33 1.23
H 2.37 0.73 -0.71
H 1.31 -0.89 -1.72

Computed properties:
HOMO (eV): -8.69
Structure (SMILES): S=C1CSCO1
HOMO-LUMO gap (eV): 8.759

(two)
ORCA calculation (ωB97M-V with the def2-TZVPD basis set) on a 2-piece molecular cluster, C3H4OS2 overall.

Positions of all 10 atoms, in Å:
C -0.23 0.38 -0.11
C -1.05 2.48 0.10
C 1.05 -0.18 -0.12
O -2.18 2.32 0.13
S -1.67 -0.57 -0.27
S 2.25 1.04 -0.22
H 1.36 -1.18 -0.20
H -2.41 0.48 -0.67
H -2.16 -0.66 1.08
H 3.42 0.42 -0.01

Computed properties:
HOMO (eV): -7.62
HOMO-LUMO gap (eV): 7.657

Which one sits at the bottom of the stability order? (two) does.